# 1
C17H38Al2FKLiN5NaO9P2 | the ωB97M-V functional and the def2-TZVPD basis

Element x y z (Å)
C (-0.519, 0.024, 0.453)
C (-0.168, -1.068, -0.396)
C (0.135, -2.284, -1.504)
C (-1.095, -2.169, -2.621)
C (-0.669, -0.978, -3.670)
Al (-0.666, -1.771, -5.570)
N (-0.524, -3.702, -5.581)
P (1.225, -0.906, -6.688)
O (1.555, -1.857, -7.910)
O (2.582, -1.037, -5.554)
O (0.890, 0.752, -7.149)
H (-1.201, 0.896, 0.899)
H (0.183, -3.350, -0.990)
H (1.153, -2.043, -2.076)
H (-1.371, -3.191, -3.118)
H (-2.035, -1.778, -2.001)
H (-1.451, -0.106, -3.523)
H (0.419, -0.552, -3.487)
H (-1.988, -1.342, -6.345)
H (-0.511, -4.045, -6.570)
H (-1.432, -4.029, -5.140)
H (2.686, -2.036, -5.375)
H (0.988, 1.287, -6.296)
K (-0.559, 0.634, 2.707)
O (-3.916, 2.466, 1.548)
H (-4.483, 2.684, 0.831)
O (1.331, 1.040, 7.020)
P (2.199, 0.973, 8.300)
N (2.377, 2.667, 8.377)
C (2.963, 3.436, 7.290)
C (1.153, 3.343, 8.828)
N (3.509, 0.173, 7.561)
C (4.819, 0.729, 7.281)
C (3.177, -0.785, 6.500)
N (3.196, 0.897, 9.773)
C (2.496, 0.127, 10.806)
C (3.901, 2.006, 10.409)
H (3.073, 4.486, 7.581)
H (2.369, 3.390, 6.371)
H (3.977, 3.111, 7.071)
H (0.800, 2.897, 9.763)
H (0.349, 3.263, 8.089)
H (1.332, 4.404, 9.037)
H (4.828, 1.302, 6.347)
H (5.563, -0.072, 7.177)
H (5.200, 1.358, 8.085)
H (2.990, -0.274, 5.550)
H (2.284, -1.364, 6.764)
H (3.982, -1.511, 6.347)
H (1.662, 0.703, 11.222)
H (3.169, -0.162, 11.621)
H (2.092, -0.798, 10.383)
H (3.217, 2.706, 10.903)
H (4.526, 2.568, 9.709)
H (4.592, 1.627, 11.172)
Li (1.298, -4.197, -4.178)
Al (2.378, -0.611, -9.368)
O (3.772, 1.366, -6.449)
H (3.001, 0.919, -6.747)
C (-3.969, -0.224, -9.307)
C (-4.860, -0.912, -10.132)
C (-6.063, -1.395, -9.613)
C (-6.368, -1.176, -8.263)
C (-5.472, -0.492, -7.431)
C (-4.270, -0.017, -7.960)
N (-7.643, -1.658, -7.718)
O (-8.400, -2.276, -8.481)
O (-7.891, -1.417, -6.528)
H (-3.034, 0.155, -9.717)
H (-4.617, -1.071, -11.180)
H (-6.747, -1.929, -10.269)
H (-5.693, -0.320, -6.379)
H (-3.569, 0.518, -7.322)
O (3.273, 0.974, 3.057)
H (3.956, 1.618, 3.028)
F (-7.508, -0.962, -11.813)
Na (-7.927, 0.368, -7.444)

Calculated values
HOMO level: -8.80 eV
Charge: +1
HOMO-LUMO gap: 0.929 eV

# 2
C17H38Cl2N3O5P | the ωB97M-V functional and the def2-TZVPD basis

Element x y z (Å)
C (0.827, -3.217, -1.296)
C (-0.363, -2.505, -0.650)
C (-1.707, -2.844, -1.327)
C (-2.681, -1.674, -1.524)
C (-3.507, -1.255, -0.303)
C (-2.669, -0.831, 0.921)
C (-2.717, -1.833, 2.079)
C (-2.218, -1.310, 3.437)
C (-2.849, 0.001, 3.934)
C (-2.137, 1.329, 3.576)
C (-0.596, 1.310, 3.583)
C (0.031, 0.910, 2.236)
C (1.441, 1.455, 1.972)
C (1.819, 1.325, 0.476)
C (2.017, 2.656, -0.284)
C (1.011, 2.914, -1.422)
N (1.638, 2.532, -2.742)
C (1.603, 1.145, -2.917)
N (0.346, 0.504, -3.021)
N (2.727, 0.508, -2.905)
P (0.717, 3.314, -4.041)
O (1.754, 4.557, -4.156)
Cl (1.357, 2.089, -5.609)
H (1.731, -3.149, -0.690)
H (1.047, -2.790, -2.284)
H (0.585, -4.273, -1.450)
H (-0.399, -2.804, 0.403)
H (-0.202, -1.419, -0.647)
H (-2.214, -3.645, -0.779)
H (-1.475, -3.245, -2.323)
H (-3.392, -1.954, -2.310)
H (-2.141, -0.794, -1.903)
H (-4.206, -2.049, -0.016)
H (-4.119, -0.403, -0.619)
H (-1.644, -0.652, 0.598)
H (-3.069, 0.115, 1.297)
H (-3.759, -2.154, 2.194)
H (-2.108, -2.714, 1.840)
H (-1.129, -1.253, 3.446)
H (-2.470, -2.096, 4.159)
H (-3.876, 0.039, 3.546)
H (-2.941, -0.043, 5.023)
H (-2.446, 2.057, 4.337)
H (-2.499, 1.745, 2.629)
H (-0.274, 0.603, 4.358)
H (-0.228, 2.306, 3.847)
H (-0.625, 1.256, 1.425)
H (0.087, -0.178, 2.140)
H (1.488, 2.502, 2.287)
H (2.157, 0.860, 2.544)
H (2.725, 0.720, 0.384)
H (1.022, 0.746, -0.017)
H (1.952, 3.502, 0.407)
H (3.021, 2.682, -0.717)
H (0.066, 2.377, -1.279)
H (0.771, 3.979, -1.478)
H (0.357, -0.223, -3.732)
H (0.177, 0.031, -2.133)
H (2.845, -0.357, -3.417)
H (3.431, 0.764, -2.186)
H (1.459, 5.198, -4.814)
O (6.300, -1.534, -0.633)
Cl (4.905, -1.297, -0.805)
O (4.380, -2.055, -1.921)
O (4.696, 0.123, -1.119)
O (4.171, -1.607, 0.391)

Calculated values
HOMO level: -9.44 eV
Charge: 0
HOMO-LUMO gap: 7.945 eV

# 3
C17H38F12InN3O3P2 | the ωB97M-V functional and the def2-TZVPD basis

Element x y z (Å)
In (4.578, 1.863, -3.528)
N (2.686, 1.368, 0.540)
O (1.781, 1.009, 1.270)
O (3.368, 0.463, -0.013)
O (2.968, 2.473, 0.145)
C (-4.367, -1.029, 1.265)
C (-4.468, 0.349, 0.684)
C (-4.258, 1.419, 1.732)
C (-4.618, 2.934, 1.491)
N (-3.414, 3.872, 1.016)
C (-2.236, 3.985, 2.090)
C (-1.811, 5.438, 2.047)
C (-3.085, 6.249, 1.679)
C (-3.895, 5.390, 0.718)
C (-2.931, 3.367, -0.391)
H (-5.243, -1.406, 1.793)
H (-3.606, -1.111, 2.040)
H (-4.120, -1.750, 0.486)
H (-5.391, 0.554, 0.142)
H (-3.704, 0.450, -0.088)
H (-3.227, 1.431, 2.084)
H (-4.932, 1.332, 2.585)
H (-4.854, 3.303, 2.489)
H (-5.311, 3.015, 0.654)
H (-1.562, 3.161, 1.856)
H (-2.552, 3.770, 3.111)
H (-0.963, 5.507, 1.365)
H (-1.334, 5.774, 2.968)
H (-2.881, 7.197, 1.182)
H (-3.467, 6.613, 2.633)
H (-3.510, 5.607, -0.279)
H (-4.963, 5.564, 0.847)
H (-3.805, 3.545, -1.018)
H (-2.562, 2.361, -0.190)
H (-2.038, 3.957, -0.598)
C (-1.331, -6.468, -3.727)
C (-0.676, -6.746, -2.354)
C (-0.596, -5.500, -1.466)
N (-0.009, -5.766, -0.022)
C (-0.604, -7.131, 0.508)
C (-0.533, -4.568, 0.852)
C (0.711, -4.244, 1.822)
C (1.994, -4.461, 0.909)
C (1.559, -5.710, 0.018)
H (-0.475, -6.048, -4.256)
H (-2.154, -5.754, -3.734)
H (-1.522, -7.413, -4.236)
H (0.328, -7.127, -2.542)
H (-1.297, -7.521, -1.905)
H (-1.618, -5.159, -1.300)
H (-0.043, -4.678, -1.921)
H (-1.684, -7.028, 0.613)
H (-0.127, -7.211, 1.485)
H (-0.299, -7.898, -0.203)
H (-1.387, -4.898, 1.443)
H (-0.753, -3.684, 0.253)
H (0.631, -4.901, 2.688)
H (0.649, -3.244, 2.252)
H (2.875, -4.626, 1.529)
H (2.206, -3.671, 0.190)
H (1.954, -6.639, 0.430)
H (1.957, -5.701, -0.997)
P (8.450, 0.898, 0.283)
F (8.851, 1.581, -1.135)
F (9.634, -0.241, 0.046)
F (9.348, 1.970, 1.052)
F (8.196, 0.208, 1.778)
F (7.256, 1.990, 0.385)
F (7.456, -0.151, -0.478)
P (4.391, 7.140, -3.289)
F (3.196, 6.252, -3.959)
F (5.374, 6.031, -4.048)
F (4.376, 8.071, -4.552)
F (5.547, 7.984, -2.530)
F (3.283, 8.058, -2.570)
F (4.615, 5.985, -2.115)

Calculated values
HOMO level: -14.72 eV
Charge: +2
HOMO-LUMO gap: 2.072 eV

# 4
C17H38F4N2O10P3 | the ωB97M-V functional and the def2-TZVPD basis

Element x y z (Å)
C (0.768, 3.617, 0.877)
C (-0.151, 2.548, -0.025)
C (-1.679, 2.697, 0.549)
C (0.400, 1.058, 0.373)
C (0.444, -0.027, -0.849)
P (-0.552, -1.572, -0.201)
N (-1.014, -2.649, -1.547)
O (-2.097, -0.924, 0.389)
C (1.996, -0.610, -1.060)
F (2.595, -1.084, 0.241)
F (1.885, -1.855, -1.909)
C (2.974, 0.411, -1.887)
F (2.895, 0.225, -3.384)
F (2.860, 1.841, -1.498)
C (-0.291, 0.419, -2.232)
C (-0.529, 2.008, -2.468)
C (0.215, 2.376, -3.922)
C (-2.151, 2.237, -2.774)
N (0.053, 2.951, -1.460)
O (-0.370, 4.220, -1.592)
H (0.280, 4.679, 0.941)
H (1.856, 3.611, 0.415)
H (0.894, 3.165, 1.973)
H (-2.060, 1.641, 0.886)
H (-1.654, 3.363, 1.539)
H (-2.419, 3.259, -0.180)
H (-0.170, 0.578, 1.305)
H (1.519, 1.210, 0.758)
H (-2.073, -2.617, -1.634)
H (-0.634, -2.341, -2.469)
H (-2.385, -1.461, 1.189)
H (4.092, 0.092, -1.612)
H (0.359, -0.005, -3.128)
H (-1.340, -0.135, -2.312)
H (1.369, 2.240, -3.785)
H (-0.252, 1.726, -4.785)
H (0.049, 3.531, -4.170)
H (-2.366, 1.628, -3.776)
H (-2.434, 3.355, -2.971)
H (-2.809, 1.725, -1.920)
C (3.221, 6.974, 6.394)
O (3.410, 5.579, 6.261)
P (2.185, 4.739, 5.636)
O (1.659, 5.273, 4.341)
O (1.110, 4.681, 6.831)
C (1.548, 4.343, 8.130)
O (2.763, 3.236, 5.569)
C (3.434, 2.867, 4.382)
H (3.829, 7.331, 7.230)
H (3.543, 7.474, 5.478)
H (2.174, 7.217, 6.598)
H (1.722, 5.261, 8.697)
H (2.466, 3.749, 8.112)
H (0.764, 3.766, 8.628)
H (4.151, 2.075, 4.611)
H (3.974, 3.715, 3.948)
H (2.706, 2.488, 3.660)
C (-1.920, -5.300, -3.071)
O (-1.731, -6.695, -3.204)
P (-2.957, -7.536, -3.828)
O (-3.483, -7.002, -5.123)
O (-4.031, -7.593, -2.633)
C (-3.593, -7.932, -1.334)
O (-2.378, -9.039, -3.896)
C (-1.707, -9.408, -5.083)
H (-1.312, -4.944, -2.235)
H (-1.599, -4.801, -3.987)
H (-2.967, -5.058, -2.866)
H (-3.419, -7.013, -0.768)
H (-2.675, -8.526, -1.353)
H (-4.377, -8.509, -0.837)
H (-0.990, -10.200, -4.853)
H (-1.167, -8.559, -5.516)
H (-2.435, -9.787, -5.804)

Calculated values
HOMO level (spin up / spin down): -8.65 / -8.66 eV
<S²>: 0.75
Charge: 0
Spin multiplicity: 2
HOMO-LUMO gap (spin up / spin down): 8.978 / 8.334 eV

# 5
C17H38IN3O2P | the ωB97M-V functional and the def2-TZVPD basis

Element x y z (Å)
C (2.230, 1.485, 0.655)
C (2.174, 0.387, 1.780)
C (2.078, -1.093, 1.247)
I (0.644, -1.328, -0.403)
C (3.509, -1.715, 0.995)
O (4.455, -0.552, 0.839)
C (5.650, -0.976, 0.466)
N (6.593, -1.144, -0.156)
P (3.604, -2.720, -0.551)
O (3.735, -1.937, -1.845)
H (1.340, 2.155, 0.771)
H (3.114, 2.147, 0.864)
H (2.349, 1.093, -0.375)
H (1.219, 0.561, 2.346)
H (2.997, 0.477, 2.528)
H (1.658, -1.691, 2.092)
H (2.563, -3.703, -0.623)
H (4.813, -3.489, -0.440)
C (-1.326, -0.662, -6.011)
C (-0.639, -1.916, -5.490)
N (-1.222, -2.429, -4.262)
C (-0.400, -3.444, -3.614)
C (-0.179, -4.762, -4.361)
C (-2.647, -2.712, -4.301)
C (-3.152, -3.707, -5.352)
H (-1.355, 0.118, -5.247)
H (-0.777, -0.269, -6.870)
H (-2.348, -0.861, -6.343)
H (0.404, -1.654, -5.293)
H (-0.627, -2.673, -6.287)
H (-0.813, -3.663, -2.625)
H (0.581, -3.000, -3.413)
H (-1.065, -5.397, -4.334)
H (0.626, -5.322, -3.876)
H (0.117, -4.608, -5.400)
H (-3.179, -1.766, -4.450)
H (-2.974, -3.048, -3.312)
H (-2.718, -3.531, -6.338)
H (-4.237, -3.610, -5.454)
H (-2.954, -4.738, -5.063)
C (-2.415, 1.579, 5.429)
C (-1.181, 2.470, 5.403)
N (-0.741, 2.813, 4.062)
C (0.585, 3.415, 4.026)
C (0.767, 4.775, 4.708)
C (-1.735, 3.440, 3.203)
C (-2.379, 4.743, 3.687)
H (-2.261, 0.676, 4.835)
H (-2.629, 1.272, 6.455)
H (-3.301, 2.095, 5.053)
H (-0.376, 1.921, 5.901)
H (-1.374, 3.364, 6.014)
H (0.916, 3.494, 2.986)
H (1.285, 2.710, 4.487)
H (0.332, 5.583, 4.120)
H (1.834, 4.992, 4.804)
H (0.341, 4.797, 5.712)
H (-2.534, 2.715, 3.023)
H (-1.300, 3.608, 2.214)
H (-2.678, 4.698, 4.736)
H (-3.281, 4.943, 3.102)
H (-1.719, 5.598, 3.549)

Calculated values
HOMO level: -3.39 eV
Charge: -1
HOMO-LUMO gap: 5.907 eV

# 6
C17H38N5O7V | the ωB97M-V functional and the def2-TZVPD basis

Element x y z (Å)
V (0.589, -0.243, 0.051)
C (3.403, -3.331, 0.559)
C (2.437, -2.149, 0.436)
O (1.941, -1.553, 1.419)
O (2.202, -1.674, -0.694)
H (3.774, -3.366, 1.583)
H (4.239, -3.268, -0.137)
H (2.939, -4.279, 0.287)
C (-2.001, -0.086, 2.349)
O (-1.144, -0.401, 1.486)
N (-1.793, -0.287, 3.657)
C (-2.789, 0.069, 4.631)
C (-0.563, -0.864, 4.178)
H (-2.948, 0.425, 2.115)
H (-3.169, -0.897, 4.963)
H (-3.558, 0.737, 4.241)
H (-2.354, 0.511, 5.527)
H (0.073, -0.003, 4.383)
H (-0.663, -1.346, 5.150)
H (-0.108, -1.576, 3.489)
C (-1.803, -2.297, -1.152)
O (-0.692, -1.760, -1.028)
N (-1.934, -3.604, -1.485)
C (-0.815, -4.502, -1.578)
C (-3.224, -4.061, -1.901)
H (-2.785, -1.800, -1.170)
H (-0.032, -4.284, -0.852)
H (-0.341, -4.462, -2.559)
H (-0.981, -5.559, -1.375)
H (-3.944, -3.253, -2.030)
H (-3.187, -4.539, -2.880)
H (-3.597, -4.790, -1.182)
C (1.233, 2.144, 2.560)
O (1.259, 1.521, 1.442)
N (0.246, 2.923, 3.036)
C (0.159, 3.339, 4.427)
C (-0.911, 3.191, 2.227)
H (1.961, 2.080, 3.383)
H (0.248, 4.425, 4.407)
H (1.010, 3.087, 5.059)
H (-0.806, 3.125, 4.887)
H (-1.029, 4.274, 2.263)
H (-0.786, 2.843, 1.201)
H (-1.747, 2.673, 2.696)
C (-1.723, 1.515, -1.615)
O (-0.818, 1.068, -0.924)
N (-1.998, 1.105, -2.886)
C (-3.218, 1.560, -3.460)
C (-1.217, 0.144, -3.673)
H (-2.542, 2.146, -1.235)
H (-3.608, 2.470, -3.004)
H (-3.862, 0.682, -3.500)
H (-3.038, 1.873, -4.489)
H (-1.887, -0.707, -3.799)
H (-0.990, 0.576, -4.648)
H (-0.310, -0.232, -3.198)
C (2.467, 1.823, -2.277)
O (1.889, 1.226, -1.344)
N (3.767, 1.701, -2.626)
C (4.383, 2.435, -3.732)
C (4.662, 0.875, -1.809)
H (1.895, 2.434, -2.993)
H (5.170, 3.092, -3.362)
H (3.700, 3.074, -4.291)
H (4.839, 1.776, -4.472)
H (4.172, 0.947, -0.838)
H (4.663, -0.152, -2.172)
H (5.593, 1.436, -1.728)

Calculated values
HOMO level (spin up / spin down): -8.92 / -10.87 eV
<S²>: 3.75
Charge: +1
Spin multiplicity: 4
HOMO-LUMO gap (spin up / spin down): 7.097 / 9.047 eV

# 7
C17H39AlNO6Si | the ωB97M-V functional and the def2-TZVPD basis

Element x y z (Å)
C (2.940, -2.792, -0.401)
Si (1.329, -2.344, -1.285)
C (-0.114, -3.335, -0.575)
C (1.060, -0.494, -1.078)
C (1.634, -2.741, -3.119)
N (1.953, -4.168, -3.257)
C (0.486, -2.427, -4.099)
O (1.018, -2.255, -5.396)
Al (2.742, -1.734, -5.282)
O (2.709, -1.881, -3.459)
H (2.904, -3.835, -0.083)
H (3.139, -2.139, 0.451)
H (3.749, -2.647, -1.121)
H (0.011, -4.382, -0.858)
H (-0.147, -3.247, 0.512)
H (-1.054, -2.988, -1.010)
H (1.205, -0.179, -0.044)
H (0.085, -0.161, -1.431)
H (1.817, -0.017, -1.708)
H (2.228, -4.356, -4.218)
H (2.742, -4.403, -2.667)
H (-0.066, -1.532, -3.771)
H (-0.225, -3.263, -4.135)
H (3.795, -2.807, -5.877)
H (3.024, -0.190, -5.648)
C (-2.068, 2.803, -1.517)
C (-1.446, 2.428, -0.193)
O (-1.389, 1.275, 0.171)
C (-0.911, 3.559, 0.649)
H (-2.412, 1.905, -2.026)
H (-2.911, 3.478, -1.351)
H (-1.332, 3.308, -2.145)
H (-1.718, 4.253, 0.886)
H (-0.135, 4.097, 0.103)
H (-0.491, 3.169, 1.570)
C (0.786, 6.759, 4.611)
C (-0.219, 6.386, 3.548)
O (-0.105, 5.378, 2.893)
C (-1.377, 7.334, 3.341)
H (1.563, 6.001, 4.659)
H (1.238, 7.725, 4.377)
H (0.294, 6.835, 5.582)
H (-1.007, 8.321, 3.058)
H (-1.951, 7.431, 4.264)
H (-2.024, 6.954, 2.553)
C (4.460, -7.153, 0.406)
C (3.294, -6.647, 1.223)
O (2.475, -5.898, 0.754)
C (3.208, -7.120, 2.657)
H (4.405, -6.738, -0.597)
H (5.401, -6.852, 0.870)
H (4.434, -8.243, 0.350)
H (4.102, -6.818, 3.206)
H (3.133, -8.209, 2.689)
H (2.331, -6.684, 3.130)
C (-4.970, 2.191, 0.974)
C (-5.482, 3.594, 0.777)
O (-4.770, 4.485, 0.374)
C (-6.936, 3.840, 1.109)
H (-3.919, 2.132, 0.705)
H (-5.082, 1.896, 2.019)
H (-5.532, 1.492, 0.352)
H (-7.125, 3.602, 2.157)
H (-7.572, 3.206, 0.490)
H (-7.181, 4.884, 0.926)

Calculated values
HOMO level: -4.46 eV
Charge: -1
HOMO-LUMO gap: 6.439 eV

Number 1: energy -99529.082 eV. Number 2: energy -67279.751 eV. Number 3: energy -85198.865 eV. Number 4: energy -80433.661 eV. Number 5: energy -44198.039 eV. Number 6: energy -65712.709 eV. Number 7: energy -46515.181 eV.